The following is a DFT calculation (ωB97M-V/def2-TZVPD) of a molecular structure, C34H25N6O4RhS.

## Properties
multiplicity = 1
HOMO-LUMO gap = 6.761 eV
total energy = -2448.82437 a.u.
HOMO energy = -0.2702 hartree

CARTESIAN COORDINATES (ANGSTROEM)
H: -0.279 -1.809 -4.432
H: -5.217 -1.113 -1.278
H: -3.455 2.288 0.661
H: 4.449 3.499 -1.464
H: 0.514 -5.053 0.053
H: 3.321 2.430 -3.388
C: 1.042 -0.269 5.632
C: 3.023 2.184 -2.377
C: -0.841 -0.911 -4.210
H: -3.757 0.732 -6.530
C: 0.402 0.915 5.974
C: 1.565 0.892 -0.931
H: -5.297 1.277 -0.672
N: 0.543 -0.002 -0.648
H: 4.375 -3.647 1.381
N: -1.183 -1.603 0.950
C: -2.289 1.371 -3.599
C: 0.674 -3.064 0.758
H: 2.023 1.379 3.455
H: -1.432 1.209 -1.635
N: 0.135 -0.143 3.440
C: -0.498 0.996 3.771
N: 1.445 -2.054 1.208
C: -4.425 -0.680 -0.682
H: 1.652 -0.806 6.344
C: -1.488 0.787 -2.630
C: 0.885 -0.766 4.351
H: -2.627 2.078 -6.614
O: -2.321 2.334 3.046
C: 3.833 3.014 1.142
C: -0.390 1.551 5.033
C: -1.647 -0.317 -5.168
C: 3.654 2.780 -1.319
C: -2.352 -0.919 0.480
H: -2.860 2.259 -3.352
O: -1.549 -3.707 0.106
H: 3.313 -1.436 1.801
H: 1.524 0.810 -3.064
H: 1.359 -1.686 4.033
C: 3.254 2.443 -0.011
H: 2.975 -5.498 0.460
C: 1.989 1.253 -2.198
C: 2.737 -2.279 1.440
H: -1.715 -0.757 -6.156
C: -3.375 -1.489 -0.265
O: 1.467 -1.631 -2.450
H: 3.813 3.065 3.283
C: 3.319 -3.509 1.195
N: 1.814 1.126 1.430
C: 2.535 -4.536 0.689
C: -2.379 0.832 -4.878
C: 2.375 1.685 2.481
C: -2.372 0.455 0.786
C: -3.236 1.480 -5.933
C: -1.450 1.545 2.723
Rh: 0.295 -0.315 1.361
H: -3.327 -2.531 -0.542
C: -4.465 0.665 -0.348
C: 2.223 1.494 0.175
H: 0.514 1.329 6.968
C: -0.774 -2.766 0.522
O: -1.084 -4.084 -1.266
H: -0.941 2.457 5.239
N: -1.277 0.890 1.563
S: 0.233 -1.231 -1.728
H: -3.979 2.140 -5.486
C: -0.759 -0.348 -2.944
C: 1.187 -4.315 0.468
C: 3.397 2.642 2.380
C: -3.440 1.242 0.392
H: 4.620 3.748 1.026

---

The following is a DFT calculation (ωB97M-V/def2-TZVPD) of a molecular structure, C34H26BrF6IN4O10S4SeTi in a non-equilibrium geometry.

## Properties
multiplicity = 3
⟨S²⟩ = 2.00
HOMO-LUMO gap (alpha / beta) = 6.171 / 5.356 eV
charge = -2
total energy = -10597.34731 a.u.
HOMO energy (alpha / beta) = -0.1117 / -0.1429 hartree

CARTESIAN COORDINATES (ANGSTROEM)
H: -18.702 -5.445 -4.122
N: -19.613 0.996 -5.605
O: -24.589 -2.005 -6.219
O: -23.390 -2.665 -13.206
H: -24.898 -5.711 -9.547
H: -21.734 -8.474 -10.335
C: -21.582 -5.101 -9.589
C: -19.785 -1.857 -9.945
O: -23.713 -1.412 -8.479
Br: -19.035 -3.674 -2.118
H: -20.200 1.141 -4.726
O: -25.508 -3.577 -8.492
O: -20.895 0.297 -12.641
C: -23.908 -7.413 -18.557
H: -19.209 -5.193 -8.166
H: -22.135 -5.504 -6.567
H: -15.959 -2.515 -6.734
H: -27.619 -0.314 -3.420
S: -24.338 -1.633 -12.658
S: -22.295 0.290 -13.081
I: -22.158 -1.715 -3.114
C: -25.826 -1.971 -5.712
H: -28.930 -3.398 -6.134
C: -20.736 -2.824 -10.030
N: -18.488 1.378 -7.432
F: -22.279 2.659 -14.083
F: -22.740 -7.768 -18.059
O: -25.548 -5.068 -6.595
C: -16.844 -0.603 -7.194
C: -18.444 -3.275 -8.597
C: -21.538 -5.072 -5.823
C: -21.130 -6.380 -9.984
C: -19.424 1.895 -6.590
F: -23.660 -6.719 -19.694
F: -24.678 -8.458 -18.880
O: -24.829 -2.198 -11.292
C: -26.156 -1.106 -4.672
H: -20.083 -6.518 -10.167
C: -20.247 -5.508 -5.578
H: -17.533 -3.451 -8.070
O: -22.618 -0.039 -14.462
C: -18.631 -2.111 -9.266
C: -19.574 -4.923 -4.553
C: -22.976 -4.807 -9.525
C: -16.711 -1.746 -6.447
C: -18.729 -0.013 -5.700
H: -17.756 1.176 -9.403
C: -27.417 -1.084 -4.178
H: -22.932 -3.528 -5.425
H: -19.134 2.362 -9.198
Ti: -23.979 -2.934 -9.781
S: -24.362 -0.563 -7.411
H: -16.308 -0.341 -8.047
H: -17.419 -3.040 -4.846
O: -27.638 -4.666 -7.784
S: -26.365 -4.147 -7.344
H: -17.779 -1.388 -9.304
O: -25.714 -0.149 -7.730
C: -22.791 2.104 -13.010
H: -19.149 -1.490 -4.155
C: -17.948 0.199 -6.842
N: -21.946 -2.553 -10.677
C: -19.382 -4.287 -8.700
C: -28.094 -2.789 -5.687
C: -20.554 -4.034 -9.405
C: -21.324 -3.385 -4.071
C: -26.844 -2.801 -6.255
H: -24.117 -7.962 -10.195
C: -22.050 -7.431 -10.108
C: -23.384 -7.173 -9.946
C: -23.839 -5.890 -9.701
C: -20.107 -3.956 -3.677
C: -17.546 -2.048 -5.351
H: -22.048 -3.055 -11.587
C: -22.053 -4.006 -5.126
H: -25.466 -0.434 -4.199
C: -28.401 -1.933 -4.698
H: -19.914 -0.955 -10.516
Se: -20.103 3.582 -6.594
C: -18.166 1.977 -8.736
H: -17.490 2.786 -8.529
H: -19.756 -6.391 -5.957
F: -22.385 2.777 -11.909
H: -21.966 -1.571 -10.928
C: -18.538 -1.176 -4.991
F: -24.126 2.254 -13.114
N: -23.220 -0.412 -12.059
H: -29.437 -1.849 -4.363

---

The following is a DFT calculation (ωB97M-V/def2-TZVPD) of a molecular structure, C34H26BrN5O2Sr in a non-equilibrium geometry.

## Properties
multiplicity = 1
HOMO-LUMO gap = 6.455 eV
total energy = -4340.26270 a.u.
HOMO energy = -0.2419 hartree

CARTESIAN COORDINATES (ANGSTROEM)
C: 2.066 6.405 2.859
H: -3.902 -2.447 3.942
H: 4.022 0.285 0.471
H: -2.097 1.540 -6.169
H: 3.783 -3.298 -0.723
C: 3.041 -0.183 0.538
H: 3.049 2.134 1.542
C: -3.689 -1.665 1.952
H: 2.336 7.439 3.034
C: 1.187 1.369 -2.699
C: 2.947 -1.537 0.023
C: 1.605 6.027 1.610
C: 7.165 -1.231 1.472
H: -4.937 -0.751 -1.569
H: 1.491 6.747 0.809
O: 0.775 4.364 0.145
C: -2.145 1.193 -5.145
C: 0.199 1.840 -4.794
C: 5.829 -1.537 1.269
N: -1.484 -0.892 1.402
C: -2.279 0.281 -2.398
C: 1.236 4.706 1.366
H: 5.124 -1.423 2.083
C: -5.025 -1.901 1.575
H: -4.153 0.508 -5.250
C: -1.056 0.843 -2.965
H: 2.254 2.269 -4.340
H: 0.252 3.534 0.312
C: -3.185 -0.689 -0.313
N: -2.227 -0.094 -1.085
H: 9.128 -1.155 0.610
C: -3.206 -2.016 3.232
C: 2.170 5.477 3.885
N: 2.053 0.423 1.095
N: 2.191 1.605 1.659
C: 1.308 1.875 -3.997
C: 1.350 3.757 2.397
C: -5.404 -1.567 0.307
C: -3.274 0.626 -4.627
C: 8.088 -1.409 0.452
C: -1.014 1.298 -4.314
Br: 1.188 -2.221 -0.358
H: 0.737 1.841 3.130
C: -1.892 -1.824 3.558
H: 2.514 5.777 4.865
C: -4.519 -0.983 -0.610
H: 7.488 -0.860 2.437
C: 5.391 -2.025 0.036
C: 7.671 -1.928 -0.765
C: -2.774 -1.078 1.035
H: -6.421 -1.749 -0.020
N: 0.065 0.899 -2.202
C: 3.980 -2.348 -0.242
O: -0.063 2.111 1.278
C: -3.343 0.185 -3.301
H: 0.001 -1.102 2.787
H: 6.008 -2.645 -1.917
C: 0.957 2.305 2.152
H: -5.717 -2.344 2.280
H: 2.053 1.342 -2.040
H: 8.388 -2.096 -1.559
Sr: -0.266 0.460 0.035
C: -1.057 -1.258 2.589
H: 1.877 3.426 4.439
C: 1.806 4.161 3.644
H: -4.280 -0.241 -3.006
H: 0.222 2.216 -5.810
H: -1.496 -2.103 4.525
C: 6.338 -2.242 -0.967

---

Results for relative energy (zero: lowest compared OMol25 entry of this formula, charge and spin): 300.1, 7.1, 0.0 (in kJ/mol, following the order of the records).